The following is a DFT calculation (the ωB97M-V functional and the def2-TZVPD basis) of a single C6H14ClFSi molecule at a distorted geometry.

The geometry in XYZ format:
```
23
C6H14ClFSi (the ωB97M-V functional and the def2-TZVPD basis)
C -1.2684 -1.5443 3.2887
C -0.9801 -0.2545 2.3006
C -0.9177 -0.7318 0.7004
F -2.2015 -1.4837 0.4729
Si -0.8067 0.8281 -0.4222
C -0.1891 0.5042 -2.2169
C 1.4072 0.1551 -2.3530
C 2.4234 1.3488 -1.8701
Cl 1.8020 -1.5208 -1.5814
H -0.5746 -1.5057 4.2461
H -2.3907 -1.6161 3.6612
H -0.9786 -2.5265 2.7056
H -1.8819 0.4819 2.4386
H -0.0021 0.2953 2.6503
H -0.0298 -1.4876 0.6020
H 0.1697 1.7567 0.1916
H -2.1321 1.4588 -0.4516
H -0.5070 1.4208 -2.9088
H -0.7803 -0.4411 -2.6423
H 1.6129 -0.0026 -3.5183
H 3.5118 0.8604 -1.8315
H 2.4903 2.2355 -2.6661
H 2.2232 1.7690 -0.7958
```

Output
E_HOMO = -10.399 eV
lowest unoccupied orbital energy = 0.80 eV
energy above the lowest of the compared OMol25 structures with the same formula, charge and spin = 512.9 kJ/mol
E = -29563.9888 eV

Here are the Mulliken charges for atoms 1 to 2, given in e: -0.86, -0.53